No. 1
Entry from the OMol25 dataset: a molecular structure, C19H28HgNP (wB97M-V/def2-TZVPD).

```
50
Properties=species:S:1:pos:R:3:forces:R:3
Hg 0.964 0.413 1.269 -0.33 0.16 -1.88
P -1.283 -1.894 1.230 -0.21 -0.40 0.00
N -0.821 0.657 -2.514 0.23 -0.10 1.17
C -2.061 -2.957 -0.074 -0.13 0.23 0.06
C 1.803 -0.775 -1.438 0.90 -0.24 0.01
C 2.502 -1.777 -2.149 -0.45 0.06 0.08
C 1.189 3.316 0.775 0.07 0.96 0.43
C 0.308 -2.843 1.372 -0.26 0.31 0.27
C -1.793 1.577 -1.985 0.06 0.15 -0.15
C 0.903 5.139 2.377 -0.13 -0.32 -0.13
C 1.858 -3.442 -0.522 -0.37 0.22 0.04
C 0.507 1.115 -2.823 -0.74 0.22 -1.06
C 2.560 -3.085 -1.672 0.01 0.00 -0.12
C 0.438 4.224 3.331 0.07 -0.39 -0.22
C -2.159 -2.582 2.697 -0.17 0.20 -0.15
C 1.315 -1.107 -0.166 -0.42 -0.16 0.45
C 0.392 2.848 3.013 0.03 1.33 0.31
C 1.231 4.690 1.091 0.07 -0.39 -0.10
C 1.761 0.626 -2.030 0.15 0.11 -0.22
C 0.816 2.406 1.762 -0.24 -0.31 0.77
C 1.197 -2.450 0.220 0.64 -0.78 -0.69
C -1.291 -0.636 -2.908 0.16 -0.18 -0.11
H 1.472 2.976 -0.228 -0.09 0.27 0.43
H -2.240 -3.675 2.626 -0.01 0.23 0.20
H -1.454 -2.965 -0.983 -0.01 0.02 0.13
H 0.127 4.585 4.319 0.15 -0.22 -0.40
H -2.431 2.050 -2.759 0.12 -0.09 0.10
H -2.171 -3.979 0.308 0.03 0.12 -0.13
H -2.278 0.708 4.017 0.00 0.00 0.07
H 3.013 -1.508 -3.077 -0.20 -0.14 0.20
H 0.036 -3.908 1.384 0.39 0.13 -0.08
H 1.963 1.405 -1.284 0.07 -0.45 0.15
H 0.666 0.936 -3.914 0.24 0.06 0.51
H 0.744 -2.593 2.346 0.08 -0.02 0.01
H -1.604 -2.285 3.594 -0.19 -0.14 -0.04
H 2.573 0.702 -2.773 -0.07 0.02 0.37
H 1.546 5.399 0.323 -0.08 -0.13 0.26
H -2.464 1.053 -1.291 0.11 0.15 0.02
H -3.162 -2.127 2.738 0.31 -0.28 0.10
H 1.814 -4.483 -0.185 0.06 0.35 -0.18
H 1.001 6.199 2.630 -0.13 -0.40 -0.13
H -1.733 -0.661 -3.922 0.10 0.01 0.05
H 3.128 -3.840 -2.218 -0.16 0.22 0.12
H 0.021 2.136 3.751 0.19 0.23 -0.13
H -0.465 -1.365 -2.870 -0.30 0.13 -0.03
H 0.445 2.213 -2.707 0.36 -0.42 -0.18
H -3.049 -2.559 -0.329 0.12 -0.12 0.03
H -2.075 -0.958 -2.209 0.20 -0.06 -0.14
H -1.272 2.380 -1.447 -0.26 -0.18 0.00
H -2.486 0.703 3.306 0.01 -0.01 -0.07
```
Forces are in eV/Å.

The multiplicity is 1. As for the HOMO-LUMO gap: 7.857 eV. The calculated total energy comes out at -1290.19852 hartree.

No. 2
Entry from the OMol25 dataset: C19H28N2O3S in the gas phase (wB97M-V/def2-TZVPD).

```
53
Properties=species:S:1:pos:R:3:forces:R:3
S 1.760 0.119 1.110 -0.13 0.11 0.21
O -1.137 2.697 -1.683 -0.11 0.20 -0.37
O 2.323 0.585 2.341 0.22 0.05 -0.17
O 0.507 -0.589 1.185 0.18 -0.20 -0.27
N 1.545 1.443 0.143 0.16 -0.96 0.70
N -1.263 1.368 0.148 -0.22 -0.18 0.35
C 3.557 -3.137 -0.458 0.02 0.04 0.02
C -4.926 0.649 0.858 0.15 -0.30 0.13
C -0.644 1.897 -0.911 0.55 0.03 0.01
C -4.976 -2.639 -0.296 -0.16 0.12 -0.13
C -2.639 1.649 0.485 -0.17 -0.09 -0.11
C 2.963 -0.956 0.323 -0.41 0.23 0.26
C -3.471 0.367 0.493 -0.16 0.42 0.05
C -5.934 -1.454 -0.233 0.05 -0.12 0.22
C 5.172 -1.357 -0.477 -0.13 0.10 0.05
C 2.622 -2.272 0.084 -0.17 -0.09 0.01
C 2.587 2.436 0.258 0.56 0.45 0.12
C 4.611 0.930 0.333 0.39 0.21 -0.11
C 0.764 0.013 -1.766 0.00 0.12 -0.18
C -5.773 -0.612 1.040 -0.12 0.25 -0.22
C 3.896 2.014 -0.429 -0.21 0.27 0.21
C 5.569 1.201 1.209 -0.05 -0.04 -0.09
C 4.236 -0.472 0.055 0.22 -0.13 0.02
C 0.803 1.392 -1.109 -0.53 -0.18 -0.46
C 4.834 -2.673 -0.736 -0.05 -0.09 0.00
H -6.954 -1.841 -0.281 0.00 0.05 -0.08
H 2.218 3.371 -0.168 -0.06 -0.09 0.05
H 1.273 2.092 -1.809 -0.09 -0.07 0.22
H -3.415 -0.087 -0.497 0.08 -0.09 -0.04
H 6.168 -0.997 -0.688 0.07 0.06 -0.02
H -5.155 -3.314 0.538 0.03 -0.09 0.08
H 3.295 -4.165 -0.655 -0.04 -0.09 -0.01
H 5.864 2.213 1.427 0.06 0.26 -0.03
H -4.949 1.216 1.792 -0.02 0.10 0.00
H -5.375 1.275 0.083 -0.04 0.08 -0.01
H 0.185 0.081 -2.684 -0.03 0.01 -0.05
H 2.767 2.579 1.325 0.07 0.25 -0.16
H -5.335 -1.228 1.828 -0.02 -0.04 0.11
H 1.624 -2.598 0.332 -0.10 -0.11 -0.01
H -5.789 -0.819 -1.109 -0.07 0.05 -0.08
H -2.680 2.125 1.472 -0.07 0.02 -0.09
H 3.676 1.676 -1.445 0.05 0.06 -0.06
H -3.037 -0.328 1.215 0.02 -0.13 -0.01
H -5.123 -3.195 -1.220 0.06 -0.11 -0.06
H -3.016 2.353 -0.261 0.01 -0.03 0.14
H 0.295 -0.711 -1.107 -0.05 -0.09 -0.11
H -0.776 0.673 0.702 -0.08 0.15 -0.11
H 1.769 -0.328 -2.012 0.02 -0.02 -0.06
H 6.066 0.423 1.761 0.06 -0.20 0.12
H -6.760 -0.296 1.386 0.01 -0.05 0.08
H -3.940 -2.314 -0.253 0.16 -0.01 0.01
H 5.572 -3.342 -1.152 0.06 -0.06 -0.04
H 4.546 2.888 -0.490 0.01 -0.01 -0.05
```
Forces are in eV/Å.

The multiplicity is 1. As for the HOMO-LUMO gap: 9.467 eV. The calculated total energy comes out at -1474.20966 hartree. As for the SMILES: C=C1CCN([C@@H](C)C(=O)NCCCCCC)S(=O)(=O)c2ccccc21. The value obtained for the energy relative to the best compared isomer or geometry (same formula, charge and spin) is 27.8 kcal/mol.

No. 3
Entry from the OMol25 dataset: C19H28N2O3S2 in the gas phase (wB97M-V/def2-TZVPD).

```
54
Properties=species:S:1:pos:R:3:forces:R:3
S 0.566 2.267 -5.158 0.00 0.00 0.00
S 0.132 -0.307 0.206 0.00 0.00 0.00
O -1.854 2.518 -0.174 0.00 0.00 0.00
O -0.251 2.391 4.894 0.00 0.00 0.00
O 2.120 4.075 3.607 0.00 0.00 0.00
N 0.471 1.626 2.903 -0.02 0.04 -0.02
N 0.179 2.795 -1.094 0.00 0.01 0.00
C 0.648 2.260 4.086 0.01 -0.05 0.03
C 2.060 2.815 4.297 0.02 -0.05 0.00
C 2.799 4.537 5.766 0.00 0.00 0.00
C 1.282 1.580 -3.630 0.01 0.00 0.00
C -0.073 1.358 0.892 0.00 0.00 0.00
C 4.208 4.957 6.059 0.00 0.00 0.00
C 1.781 2.752 -2.783 0.00 0.01 0.00
C 0.545 3.981 -4.544 0.00 0.00 0.00
C -0.385 3.560 -2.209 0.00 0.00 0.01
C -1.569 -0.665 -0.274 0.00 0.00 0.00
C 1.209 1.795 1.649 0.00 0.00 0.00
C 1.430 5.263 -2.564 0.00 0.00 0.00
C -0.819 1.398 2.247 0.00 0.00 0.00
C 1.595 2.483 -1.294 0.00 0.00 0.00
C 2.058 5.111 4.589 0.00 0.00 0.00
C 0.840 3.941 -3.048 0.00 0.00 0.00
C -0.654 2.283 -0.162 0.00 0.00 0.00
C 3.085 5.319 7.002 0.00 0.00 0.00
C 2.384 3.079 5.771 -0.02 0.05 -0.01
H -1.089 2.940 -2.771 0.00 0.00 0.00
H 2.518 6.003 4.165 0.00 0.00 0.00
H 0.754 6.089 -2.788 0.00 0.00 0.00
H 2.387 5.464 -3.050 0.00 0.00 0.00
H 1.014 5.325 4.845 0.00 0.00 0.00
H 1.505 2.828 1.463 0.00 0.00 0.00
H 2.768 6.353 7.035 0.00 0.00 0.00
H 3.031 4.802 7.951 0.00 0.00 0.00
H 2.813 2.998 -3.035 0.00 0.00 0.00
H 4.639 5.748 5.459 0.00 0.00 0.00
H 0.519 1.015 -3.091 0.00 0.00 0.00
H 1.306 4.562 -5.064 0.00 0.00 0.00
H -0.428 4.430 -4.750 0.00 0.00 0.00
H -2.236 -0.590 0.583 0.00 0.00 0.00
H 2.790 2.157 3.820 0.00 0.00 0.00
H 1.810 1.447 -1.032 0.00 0.00 0.00
H 4.907 4.195 6.377 0.00 0.00 0.00
H -1.317 0.477 2.545 0.00 0.00 0.00
H -1.573 -1.690 -0.639 0.00 0.00 0.00
H 2.090 0.896 -3.886 0.00 0.00 0.00
H -0.931 4.430 -1.842 0.00 0.00 0.00
H -1.913 0.005 -1.059 0.00 0.00 0.00
H 2.071 1.134 1.534 0.00 0.00 0.00
H -1.504 2.241 2.343 0.00 0.00 0.00
H 3.168 2.419 6.142 0.00 0.00 0.00
H 1.482 2.933 6.366 0.00 0.00 0.00
H 2.235 3.136 -0.695 0.00 0.00 0.00
H 1.589 5.253 -1.484 0.00 0.00 0.00
```
Forces are in eV/Å.

The multiplicity is 1. As for the HOMO-LUMO gap: 9.154 eV. The calculated total energy comes out at -1872.38733 hartree. As for the SMILES: CSC1(C(=O)N2C[C@H]3CSC[C@@]3(C)C2)CN(C(=O)[C@@H]2CC3(CC3)CO2)C1. The value obtained for the energy relative to the best compared isomer or geometry (same formula, charge and spin) is 23.2 kcal/mol.

No. 4
Entry from the OMol25 dataset: C19H28N2O4 in the gas phase (wB97M-V/def2-TZVPD).

```
53
Properties=species:S:1:pos:R:3:forces:R:3
O 2.392 2.348 -1.824 0.09 -0.05 -0.27
O 3.298 -3.295 -0.524 -0.10 -0.13 -0.04
O 5.696 0.130 1.560 0.33 0.18 0.28
O -3.083 0.844 1.041 0.12 0.11 0.15
N 3.983 -0.706 0.379 -0.14 -0.30 0.12
N 3.056 2.308 0.331 0.02 0.07 0.22
C -6.879 0.081 -1.001 -0.04 -0.11 0.27
C 4.445 2.551 0.021 0.17 -0.01 -0.28
C -1.380 0.836 -0.705 -0.33 -0.11 0.06
C 4.128 -3.125 0.604 0.00 0.18 0.31
C -1.006 1.811 1.462 -0.24 -0.11 0.02
C 3.127 -0.885 -0.773 0.00 -0.27 -0.41
C 0.753 1.845 -0.177 -0.30 -0.08 -0.16
C -4.011 0.192 0.190 -0.36 -0.16 -0.07
C -6.436 -0.686 0.244 0.13 0.03 -0.04
C -6.074 -2.126 -0.117 -0.15 0.21 0.14
C 5.181 1.285 -0.457 -0.03 0.10 0.14
C 2.121 2.190 -0.646 0.02 0.05 0.31
C -5.300 0.026 0.988 0.14 -0.01 -0.15
C 3.829 -1.804 1.318 0.20 -0.32 0.14
C -0.097 1.196 -1.067 0.27 0.16 0.13
C -1.850 1.140 0.571 0.28 0.12 0.04
C 3.453 -2.231 -1.433 -0.16 0.33 -0.07
C 0.276 2.155 1.096 0.00 -0.09 -0.15
C 4.996 0.178 0.564 0.00 0.19 -0.34
H 5.185 -3.139 0.298 -0.06 -0.01 0.04
H 4.931 2.941 0.917 -0.03 -0.01 -0.08
H 0.270 0.977 -2.058 0.03 0.00 -0.09
H 3.930 -3.974 1.260 0.08 0.06 0.01
H 2.086 -0.904 -0.424 0.06 0.04 -0.09
H 2.767 -2.431 -2.258 0.06 0.06 -0.01
H -6.948 -2.646 -0.502 -0.05 -0.11 -0.07
H 6.248 1.509 -0.502 -0.04 -0.09 0.00
H 2.842 1.978 1.258 -0.09 0.00 -0.09
H -7.093 1.119 -0.757 -0.04 0.15 -0.04
H -2.006 0.327 -1.421 -0.08 -0.05 -0.03
H -6.110 0.055 -1.769 0.08 0.03 -0.14
H 2.799 -1.810 1.690 0.05 -0.02 0.01
H -1.390 2.054 2.440 -0.04 0.04 0.11
H -7.780 -0.366 -1.414 -0.08 -0.01 -0.11
H -5.061 -0.530 1.897 0.01 0.02 0.05
H 4.523 -1.647 2.145 -0.14 -0.05 -0.06
H -5.303 -2.154 -0.883 0.11 -0.06 -0.11
H 4.486 -2.209 -1.814 -0.08 0.02 0.00
H -4.185 0.803 -0.705 0.07 -0.08 0.03
H -5.715 -2.663 0.758 0.06 -0.13 0.07
H 4.481 3.301 -0.773 0.07 -0.04 0.16
H 4.837 1.014 -1.451 0.01 0.04 -0.01
H -5.636 1.020 1.291 0.01 0.03 0.05
H -7.285 -0.718 0.938 0.06 0.01 -0.04
H 0.892 2.698 1.798 0.05 0.05 0.07
H -3.613 -0.784 -0.113 0.01 0.11 -0.04
H 3.231 -0.079 -1.494 -0.02 0.02 0.04
```
Forces are in eV/Å.

The multiplicity is 1. As for the HOMO-LUMO gap: 9.403 eV. The calculated total energy comes out at -1151.29836 hartree. As for the SMILES: CC(C)CCOc1ccc(C(=O)NCCC(=O)N2CCOCC2)cc1. The value obtained for the energy relative to the best compared isomer or geometry (same formula, charge and spin) is 23.3 kcal/mol.